Record 1
A structure of composition C31H50BCl3GeN7ORuS4Si in a non-equilibrium geometry, computed with ωB97M-V/def2-TZVPD.

```
100
Properties=species:S:1:pos:R:3:forces:R:3
Ru 0.019 -0.001 -0.542 -0.44 0.19 0.39
C -2.440 -1.823 3.765 -0.03 -0.01 0.02
C -1.195 -1.009 3.613 0.06 -0.05 0.22
C -0.191 -0.949 4.583 -0.14 -0.15 -0.10
C 1.045 -0.403 4.305 0.13 0.07 -0.33
N 1.273 0.213 3.110 -0.71 0.71 0.84
N 0.175 0.459 2.366 0.23 -0.33 0.02
B 0.283 1.298 1.089 0.17 -0.01 -0.25
N -0.790 2.434 1.063 0.04 0.01 0.17
N -0.978 3.074 2.230 -0.02 -0.01 -0.05
C -1.829 4.053 2.278 -0.02 0.02 -0.04
C -2.496 4.498 1.101 -0.01 0.00 0.06
C -2.340 3.835 -0.070 0.05 -0.08 -0.02
C -3.057 4.212 -1.324 -0.02 0.02 -0.01
C -1.476 2.688 -0.062 -0.13 0.19 0.04
S -1.388 1.650 -1.399 0.09 -0.08 -0.11
C -2.100 4.697 3.627 -0.03 -0.01 0.01
C -1.366 3.957 4.743 0.01 -0.02 0.02
C -3.609 4.635 3.907 -0.01 0.03 0.00
C -1.643 6.160 3.587 0.03 0.01 0.01
N 1.718 1.983 1.041 -0.06 -0.02 0.03
N 2.045 2.738 2.106 0.02 0.03 -0.06
C 3.189 3.355 2.108 -0.01 0.01 -0.03
C 4.113 3.195 1.039 0.04 0.03 0.03
C 3.777 2.479 -0.059 -0.08 -0.06 0.00
C 4.677 2.289 -1.234 0.04 0.02 -0.01
C 2.475 1.881 -0.061 -0.14 0.11 -0.05
S 1.832 1.161 -1.458 0.54 -0.07 -0.04
C 3.502 4.307 3.252 0.01 -0.05 -0.01
C 4.822 3.909 3.925 0.00 0.02 0.01
C 3.642 5.720 2.665 -0.01 0.02 0.01
C 2.374 4.311 4.277 0.02 0.03 0.00
C -0.936 -0.304 2.447 0.22 0.26 -0.09
S -1.833 -0.340 0.988 -0.11 -0.23 0.13
C 2.164 -0.391 5.338 0.00 0.02 0.05
C 2.454 -1.802 5.861 -0.02 0.00 0.03
C 3.451 0.214 4.777 0.05 0.01 -0.01
C 1.680 0.496 6.500 0.02 0.01 -0.02
H -2.491 -2.268 4.758 0.00 0.00 0.00
H -2.461 -2.626 3.024 0.01 0.01 0.00
H -3.337 -1.222 3.606 0.01 0.01 0.00
H -0.362 -1.402 5.553 -0.01 -0.02 -0.01
H -3.154 5.356 1.149 0.00 0.00 -0.01
H -3.625 5.130 -1.181 0.00 0.00 0.00
H -3.739 3.414 -1.622 0.01 0.00 0.00
H -2.354 4.346 -2.147 0.01 0.00 0.01
H -1.701 2.921 4.813 -0.01 0.00 -0.01
H -1.568 4.454 5.694 0.00 -0.01 0.00
H -0.291 3.937 4.577 -0.07 0.00 0.01
H -3.958 3.601 3.924 0.00 0.00 0.00
H -4.191 5.178 3.160 0.01 0.00 0.00
H -3.820 5.083 4.880 0.00 -0.01 0.00
H -0.574 6.229 3.374 0.00 -0.01 0.01
H -1.827 6.634 4.553 -0.01 0.00 0.00
H -2.178 6.734 2.828 0.00 -0.01 -0.01
H 5.087 3.664 1.102 0.00 0.01 -0.03
H 5.629 2.793 -1.077 0.00 -0.01 0.01
H 4.212 2.679 -2.141 -0.01 0.01 0.00
H 4.853 1.226 -1.405 0.00 0.00 0.00
H 5.665 3.964 3.234 0.00 -0.01 0.00
H 4.778 2.898 4.329 -0.03 -0.02 0.00
H 5.030 4.595 4.749 0.00 0.00 0.00
H 4.463 5.786 1.949 0.00 -0.01 -0.01
H 3.843 6.433 3.467 0.00 0.00 0.00
H 2.723 6.025 2.160 0.00 -0.01 0.00
H 2.206 3.320 4.700 0.01 -0.02 -0.01
H 1.440 4.635 3.818 0.05 0.00 -0.02
H 2.624 5.001 5.086 -0.01 0.00 0.01
H 2.793 -2.448 5.053 0.00 0.00 -0.01
H 1.571 -2.252 6.318 0.00 0.00 0.00
H 3.232 -1.754 6.626 0.00 0.00 -0.01
H 3.938 -0.459 4.072 -0.03 0.01 0.01
H 4.148 0.394 5.598 0.00 -0.01 0.00
H 3.249 1.159 4.274 0.02 0.03 -0.01
H 0.797 0.076 6.985 -0.02 0.00 0.00
H 1.426 1.498 6.147 0.01 0.00 -0.01
H 2.468 0.585 7.252 -0.01 -0.01 0.00
Cl 3.994 -3.349 0.039 -0.08 -0.01 -0.01
Si 2.026 -2.816 -0.227 0.09 -0.08 -0.15
Cl 0.880 -4.439 0.256 -0.01 0.01 0.02
Cl 1.907 -2.604 -2.274 -0.03 0.04 0.04
C -3.279 -0.591 -3.358 0.01 0.02 -0.02
Ge -3.004 -1.753 -1.804 0.00 0.04 -0.26
C -3.090 -3.606 -2.440 0.05 -0.05 0.03
C -4.503 -1.504 -0.575 0.01 0.02 0.04
C -1.164 -1.588 -1.114 -0.17 -0.15 0.32
H -4.126 -0.961 -3.938 0.00 0.00 0.00
H -2.401 -0.588 -4.006 0.00 -0.01 0.01
H -3.484 0.436 -3.059 0.00 0.00 0.01
H -4.046 -3.794 -2.930 0.00 0.01 0.01
H -2.986 -4.304 -1.607 0.00 0.00 -0.01
H -2.290 -3.812 -3.153 0.00 0.01 0.00
H -5.406 -1.844 -1.087 0.01 0.01 0.02
H -4.632 -0.459 -0.297 0.02 0.03 0.01
H -4.374 -2.087 0.335 0.00 -0.02 0.00
H -0.474 -1.621 -1.980 0.04 0.02 -0.13
H -0.982 -2.445 -0.461 0.05 -0.06 -0.17
O 2.759 -2.199 2.651 -0.04 -0.13 0.16
S 2.547 -1.022 1.803 0.49 -0.10 -0.39
N 1.584 -1.383 0.573 -0.22 -0.15 -0.32
```
Forces are in eV/Å.

Total charge ... 0
M ... 983.99 u
Kohn-Sham gap (alpha / beta) ... 5.821 / 6.800 eV
Spin multiplicity ... 2
Energy above the lowest of the compared OMol25 structures with the same formula, charge and spin ... 156.5 kJ/mol
F_max ... 1.3 eV Å⁻¹
E ... -194003.471 eV

=====

Record 2
A structure of composition C14H6F6LiN5O7S4Se in a non-equilibrium geometry, computed with ωB97M-V/def2-TZVPD.

```
44
Properties=species:S:1:pos:R:3:forces:R:3
Li 0.292 0.157 0.900 -0.82 0.21 0.77
Se -6.089 0.247 -3.467 -0.33 0.00 -0.22
N -5.081 -1.064 -2.796 -0.04 -0.04 -0.03
C -4.114 -0.493 -2.141 0.26 -0.03 0.19
C -3.069 -1.233 -1.432 -0.20 -0.01 -0.12
C -3.050 -2.626 -1.352 -0.10 0.03 -0.06
C -2.045 -3.239 -0.642 0.00 -0.02 0.02
C -1.071 -2.442 -0.041 0.01 0.07 0.02
N -1.074 -1.123 -0.129 0.15 -0.06 0.00
C -2.060 -0.520 -0.796 0.16 0.20 0.12
C -2.054 0.964 -0.790 0.14 -0.14 0.10
N -1.063 1.556 -0.123 0.14 -0.19 0.06
C -1.057 2.871 -0.012 0.08 -0.04 0.10
C -2.029 3.680 -0.600 -0.03 0.02 0.00
C -3.037 3.081 -1.318 -0.09 -0.03 -0.05
C -3.062 1.689 -1.415 -0.21 0.01 -0.13
C -4.111 0.963 -2.131 0.27 0.04 0.20
N -5.076 1.545 -2.779 -0.04 0.03 -0.04
H -3.835 -3.191 -1.840 0.01 -0.01 0.01
H -2.003 -4.314 -0.538 0.00 0.01 0.00
H -0.261 -2.874 0.536 -0.01 0.04 -0.02
H -0.256 3.292 0.585 -0.02 -0.04 -0.01
H -1.986 4.754 -0.476 0.00 -0.01 0.00
H -3.821 3.656 -1.794 0.01 0.01 0.00
F 2.831 -0.930 -2.394 0.06 0.12 -0.17
C 2.891 -1.741 -1.347 -0.23 0.05 0.14
F 4.070 -2.354 -1.338 0.18 -0.11 0.00
F 1.946 -2.680 -1.515 -0.09 -0.10 -0.06
S 2.563 -0.841 0.263 0.36 -0.01 -0.14
O 1.851 0.354 -0.160 0.28 -0.25 -0.08
O 1.807 -1.795 1.019 0.30 0.09 0.05
N 3.969 -0.563 0.882 -0.17 0.26 -0.24
S 4.811 0.658 0.281 -0.16 -0.10 -0.11
O 4.503 1.943 0.828 0.03 -0.07 0.01
O 5.024 0.548 -1.141 0.02 0.03 0.12
C 6.422 0.205 1.030 -0.13 -0.08 -0.05
F 6.814 -1.012 0.654 0.09 -0.14 -0.03
F 7.334 1.083 0.600 0.21 0.14 -0.03
F 6.383 0.251 2.353 0.04 0.00 0.21
O -0.878 -1.086 5.357 -0.02 -0.02 -0.05
S -0.408 0.276 5.088 0.06 -0.10 -0.03
O -1.221 1.291 5.765 -0.03 0.03 -0.03
O 1.024 0.440 5.340 0.02 0.01 -0.04
S -0.722 0.616 3.026 -0.15 0.19 -0.32
```
Forces are in eV/Å.

Total charge ... -2
M ... 684.39 u
Kohn-Sham gap ... 3.400 eV
Energy above the lowest of the compared OMol25 structures with the same formula, charge and spin ... 109.4 kJ/mol
F_max ... 1.1 eV Å⁻¹
E ... -161598.931 eV

=====

Record 3
A cluster of 16 separate species, C46H126N2O18 in total in a non-equilibrium geometry, computed with ωB97M-V/def2-TZVPD.

```
192
Properties=species:S:1:pos:R:3:forces:R:3
C 2.756 3.506 3.151 0.50 0.28 -0.50
O 3.860 3.015 3.936 -0.66 -0.05 -0.13
H 1.802 3.380 3.656 -0.03 0.12 0.03
H 2.958 4.552 2.904 -0.28 0.07 0.29
H 2.724 3.005 2.179 -0.01 -0.33 0.21
H 3.513 2.822 4.809 0.24 -0.07 0.10
C -1.623 6.499 -1.319 -0.33 -0.56 -0.22
O -2.647 6.153 -2.265 0.26 0.27 0.29
H -2.005 7.134 -0.514 -0.01 0.17 -0.21
H -1.297 5.565 -0.856 0.20 0.14 -0.01
H -0.791 6.971 -1.843 0.13 0.03 0.30
H -2.487 6.689 -3.045 -0.20 -0.06 -0.07
C 2.808 -4.137 -5.178 -0.59 0.12 0.06
O 2.865 -5.552 -5.158 0.26 -0.02 -0.21
H 2.566 -3.856 -4.154 0.28 0.29 -0.01
H 3.717 -3.642 -5.529 0.22 -0.18 0.23
H 1.987 -3.757 -5.795 0.00 -0.18 -0.10
H 3.255 -5.869 -5.977 -0.08 0.01 0.00
C 4.965 -0.056 -2.715 0.11 0.56 0.43
O 4.538 -0.775 -3.868 0.13 -0.10 0.21
H 4.876 -0.612 -1.775 -0.04 -0.30 -0.24
H 5.997 0.293 -2.810 -0.04 -0.07 -0.07
H 4.338 0.832 -2.609 -0.03 -0.07 -0.18
H 5.254 -1.355 -4.141 -0.10 -0.04 -0.06
C -3.088 3.099 -0.140 1.31 0.17 -0.51
O -2.275 2.095 0.459 -0.18 0.03 0.30
C -1.201 2.624 1.213 0.35 -0.31 -0.20
C -0.331 1.487 1.705 -0.89 0.28 1.03
N 0.477 0.921 0.668 0.11 0.79 0.28
C 1.245 -0.216 1.070 0.90 -0.33 -0.22
C 2.054 -0.764 -0.096 -1.15 -0.35 0.58
O 1.114 -1.484 -0.890 0.50 -0.02 -0.30
C 1.643 -1.804 -2.163 0.02 0.23 -0.14
H -3.924 2.595 -0.607 -0.33 0.21 0.28
H -2.493 3.579 -0.932 -0.18 -0.01 -0.12
H -3.311 3.898 0.569 -0.56 -0.27 0.15
H -1.587 3.191 2.065 0.02 0.16 -0.06
H -0.558 3.260 0.589 -0.28 0.29 0.01
H -1.011 0.774 2.204 0.14 -0.21 -0.18
H 0.256 1.899 2.538 0.41 -0.09 -0.28
H -0.091 0.804 -0.157 0.19 -0.59 -0.05
H 0.656 -1.019 1.522 -0.21 0.16 -0.03
H 1.981 0.034 1.841 -0.25 0.43 0.10
H 2.823 -1.450 0.272 0.22 0.03 -0.08
H 2.495 0.076 -0.637 0.10 -0.08 -0.22
H 0.862 -2.296 -2.743 0.06 0.11 0.06
H 2.506 -2.478 -2.102 -0.02 0.08 0.03
H 1.962 -0.889 -2.670 -0.01 -0.02 -0.15
C -3.901 -5.648 0.156 -0.44 -1.00 -0.24
O -2.988 -4.602 0.036 0.30 0.47 -0.24
C -2.012 -4.557 1.052 0.19 -0.26 0.08
C -0.976 -3.512 0.684 -0.37 -0.13 -1.19
N 0.187 -3.501 1.572 -0.10 0.45 -0.35
C -0.174 -3.283 2.968 -0.09 0.34 0.19
C 1.024 -3.114 3.873 -0.65 0.14 0.33
O 1.576 -1.827 3.640 0.53 -0.36 -0.13
C 2.794 -1.671 4.332 0.24 0.10 -0.23
H -4.461 -5.665 1.097 -0.03 0.41 0.02
H -3.452 -6.649 0.074 0.40 0.18 0.04
H -4.577 -5.579 -0.695 -0.18 0.20 0.15
H -1.494 -5.528 1.080 -0.04 0.00 0.29
H -2.501 -4.367 2.014 0.15 -0.05 0.00
H -1.408 -2.522 0.472 -0.18 -0.05 0.69
H -0.643 -3.776 -0.327 0.30 -0.21 0.21
H 0.660 -2.653 1.257 0.45 -0.54 0.12
H -0.770 -4.128 3.312 0.01 0.06 0.11
H -0.765 -2.361 3.083 -0.24 -0.22 0.06
H 1.732 -3.941 3.757 0.27 0.21 -0.19
H 0.673 -3.116 4.914 -0.01 -0.26 0.02
H 3.573 -2.318 3.908 -0.07 -0.15 0.15
H 2.675 -1.886 5.400 0.04 0.00 0.00
H 3.152 -0.648 4.203 -0.24 0.06 0.05
C 3.690 -4.501 0.989 -0.21 -0.18 -0.05
C 2.854 -4.687 -0.280 -0.21 0.50 0.08
C 3.589 -5.424 -1.381 0.01 -0.01 0.24
O 1.632 -5.362 -0.039 0.21 -0.32 0.82
H 4.686 -4.122 0.752 0.02 -0.02 -0.02
H 3.780 -5.458 1.509 0.11 -0.01 -0.04
H 3.220 -3.795 1.677 -0.09 0.01 -0.03
H 2.586 -3.687 -0.663 0.27 -0.15 0.14
H 2.944 -5.457 -2.258 0.40 -0.04 -0.09
H 3.834 -6.450 -1.100 -0.13 0.00 0.14
H 4.535 -4.915 -1.580 -0.09 0.05 -0.27
H 1.146 -4.894 0.677 0.29 0.06 -0.15
C 0.239 -5.399 -2.625 -0.73 0.10 -0.35
C -0.816 -4.366 -3.050 0.98 0.38 0.06
C -0.638 -3.962 -4.509 -0.50 -1.34 -0.66
O -2.123 -4.835 -2.814 -0.18 -0.08 -0.16
H 0.042 -6.374 -3.077 -0.25 0.05 -0.11
H 0.215 -5.509 -1.541 0.34 -0.05 -0.27
H 1.226 -5.117 -2.995 -0.09 0.16 0.36
H -0.638 -3.460 -2.446 -0.24 -0.12 0.05
H -1.589 -3.785 -5.016 -0.08 0.47 0.32
H -0.254 -4.838 -5.045 0.22 0.12 -0.03
H 0.051 -3.143 -4.684 -0.02 0.13 0.18
H -2.217 -4.933 -1.856 -0.22 0.10 0.03
C 2.704 1.180 -7.007 -0.18 -0.10 0.29
C 1.798 0.774 -5.842 0.80 -0.22 -0.10
C 1.326 -0.665 -5.932 -0.96 0.22 -0.76
O 2.515 0.967 -4.616 -0.28 0.01 0.04
H 2.189 0.979 -7.948 0.12 0.29 -0.11
H 3.653 0.638 -7.006 -0.12 -0.23 0.09
H 2.959 2.231 -6.872 -0.12 0.08 -0.34
H 0.960 1.473 -5.845 -0.10 -0.09 0.35
H 0.818 -0.985 -5.023 0.54 -0.11 0.27
H 2.136 -1.310 -6.276 0.05 -0.21 0.46
H 0.527 -0.770 -6.679 0.24 0.18 -0.17
H 3.252 0.325 -4.579 -0.22 0.18 -0.06
C -7.335 2.355 -1.038 -0.34 -0.22 -0.07
C -7.361 1.993 0.446 0.07 -0.14 -0.50
C -6.979 0.543 0.712 0.03 0.62 0.00
O -6.427 2.835 1.144 -0.47 -0.11 0.24
H -7.628 3.396 -1.180 0.05 0.02 0.01
H -8.049 1.734 -1.588 0.03 0.05 0.03
H -6.356 2.206 -1.496 0.10 -0.03 0.19
H -8.387 2.149 0.804 0.14 0.17 0.17
H -7.611 -0.129 0.133 0.14 -0.06 -0.11
H -7.118 0.319 1.769 0.15 -0.06 0.03
H -5.927 0.442 0.440 -0.05 -0.35 0.01
H -6.928 3.594 1.457 0.20 0.08 -0.01
C -2.695 6.176 2.692 -0.61 0.20 -0.12
C -1.310 6.725 2.948 -0.19 0.15 -0.03
C -1.032 6.969 4.422 -0.17 0.34 -0.03
O -0.390 5.762 2.410 0.10 0.36 0.00
H -2.790 5.164 3.088 0.06 -0.03 -0.06
H -2.951 6.180 1.630 0.30 -0.26 -0.05
H -3.489 6.780 3.142 0.28 0.06 0.26
H -1.193 7.681 2.418 -0.01 -0.13 -0.06
H -0.014 7.344 4.546 0.11 -0.43 0.17
H -1.242 6.061 4.989 0.37 -0.01 0.09
H -1.658 7.764 4.838 -0.20 -0.08 -0.21
H 0.453 6.218 2.302 -0.01 -0.22 0.01
C -3.321 -0.813 2.077 -0.39 -0.60 0.15
C -4.244 -1.535 3.050 -0.77 0.25 0.22
C -4.963 -2.762 2.501 -0.07 0.22 -0.27
O -3.550 -1.966 4.208 0.48 -0.55 0.37
H -2.582 -1.539 1.728 0.27 0.35 0.23
H -2.900 0.027 2.625 0.34 0.01 -0.22
H -3.817 -0.452 1.176 -0.22 0.05 0.16
H -5.045 -0.850 3.375 0.16 0.14 -0.17
H -4.288 -3.602 2.331 0.01 0.13 0.12
H -5.453 -2.540 1.549 0.08 0.08 0.03
H -5.739 -3.059 3.206 0.08 -0.16 0.05
H -3.294 -1.254 4.821 -0.27 0.15 -0.58
C -2.180 -1.039 -3.327 0.44 -0.22 -0.26
C -1.707 -0.273 -2.115 -0.48 0.06 1.69
C -0.889 0.976 -2.418 0.09 -0.47 -0.18
O -2.875 0.052 -1.331 -0.69 0.33 -0.04
H -2.925 -0.484 -3.898 0.00 0.10 0.10
H -2.578 -2.021 -3.071 -0.19 0.10 0.19
H -1.329 -1.243 -3.986 -0.02 0.15 -0.02
H -1.139 -0.932 -1.437 0.32 0.03 -0.61
H -0.829 1.608 -1.537 -0.19 0.25 -0.09
H -1.329 1.547 -3.237 0.04 0.04 0.01
H 0.144 0.698 -2.657 -0.09 0.06 -0.27
H -2.696 0.602 -0.532 0.51 -0.50 -0.91
C -0.612 -0.249 5.647 0.67 0.21 -0.30
C -1.583 0.742 6.247 -0.05 -0.43 0.18
C -1.306 2.170 5.839 0.71 0.02 0.13
O -2.884 0.360 5.784 -0.01 -0.34 -0.02
H -0.531 -0.107 4.567 -0.18 -0.30 -0.03
H -0.846 -1.281 5.905 -0.34 0.02 -0.21
H 0.400 -0.093 6.035 -0.08 0.23 0.10
H -1.499 0.594 7.331 -0.36 0.35 0.05
H -0.290 2.462 6.125 -0.07 -0.06 0.07
H -1.979 2.873 6.331 -0.16 0.01 -0.20
H -1.352 2.241 4.751 -0.26 0.15 0.02
H -3.574 0.960 6.081 0.16 0.14 0.14
C 0.620 4.043 -3.260 -0.18 -0.43 0.08
C 2.022 3.984 -2.653 -0.05 -0.68 -0.57
C 2.152 2.982 -1.503 -0.34 0.61 0.00
O 2.920 3.591 -3.698 -0.18 0.28 0.16
H 0.427 3.103 -3.788 0.04 -0.01 0.01
H 0.548 4.839 -4.001 0.02 0.09 0.08
H -0.190 4.132 -2.531 0.12 0.22 0.07
H 2.290 4.994 -2.337 0.29 -0.10 0.09
H 1.362 3.189 -0.778 0.21 -0.17 0.26
H 3.137 3.050 -1.037 -0.03 0.13 0.10
H 2.030 1.951 -1.837 -0.17 0.07 -0.24
H 2.572 2.732 -4.007 0.54 0.11 -0.05
C 4.921 0.508 1.431 0.82 -0.73 1.29
C 6.123 1.428 1.663 -0.99 0.30 -1.15
C 7.031 1.421 0.447 0.84 -0.32 0.39
O 5.626 2.764 1.747 0.12 0.11 0.54
H 4.327 0.465 2.350 -0.31 0.38 -0.22
H 5.275 -0.529 1.357 -0.10 0.06 -0.55
H 4.333 0.832 0.578 -0.04 -0.05 -0.08
H 6.671 1.128 2.562 0.00 0.10 0.05
H 6.478 1.640 -0.464 -0.04 0.13 0.02
H 7.544 0.460 0.333 -0.30 -0.12 -0.02
H 7.849 2.132 0.583 -0.24 0.25 -0.13
H 5.046 2.836 2.528 0.44 -0.15 -0.20
```
Forces are in eV/Å.

Total charge ... 0
M ... 995.51 u
Kohn-Sham gap ... 8.715 eV
Energy above the lowest of the compared OMol25 structures with the same formula, charge and spin ... 0.0 kJ/mol
F_max ... 1.8 eV Å⁻¹
E ... -89576.814 eV